C5H14N2O | the ωB97M-V functional and the def2-TZVPD basis

Each line ends with the Mulliken charge.
CARTESIAN COORDINATES (ANGSTROEM)
O: -1.58 1.32 -3.00  -0.615
N: -1.34 0.47 1.83  -0.708
N: -1.51 -1.89 0.29  -0.576
C: 2.80 0.64 -0.60  -0.728
C: 0.96 0.90 1.13  -0.948
C: -0.27 -1.14 0.14  -0.688
C: -0.38 0.31 0.67  0.471
C: 2.18 0.28 0.53  -0.195
H: 0.05 -1.06 -0.90  0.406
H: -1.87 -2.25 -0.58  0.219
H: -2.11 0.67 -2.54  0.306
H: 1.06 1.99 1.15  0.399
H: -2.11 1.58 -3.76  0.306
H: 0.97 0.80 2.22  0.346
H: 2.52 -0.69 0.88  0.374
H: -1.53 -0.45 2.20  0.271
H: -2.18 0.72 1.31  0.318
H: 2.46 1.33 -1.37  0.281
H: -0.84 0.85 -0.15  -0.004
H: -1.41 -2.63 0.96  0.203
H: 0.55 -1.73 0.54  0.301
H: 3.60 -0.01 -0.94  0.258

Properties
LUMO energy, eV: 0.58
Relative energy (zero: lowest compared OMol25 entry of this formula, charge and spin), kcal/mol: 66.3
Frontier orbital gap, eV: 9.8
M, g/mol: 118.18
SMILES string: C=CC[C@H](N)CN.O
Spin multiplicity: 1
E, eV: -10438.1533